(1)
CH14N2O4 | ωB97M-V/def2-TZVPD

**Relative energy (zero: lowest compared OMol25 entry of this formula, charge and spin)**: 79.3 kJ/mol
**Total charge**: 0
**Electronic energy**: -12434.230 eV
**SMILES string**: NCN.O.O.O.O
**E_HOMO**: -9.88 eV

Each line ends with the Mulliken charge.
CARTESIAN COORDINATES (ANGSTROEM)
N 2.360 -1.891 -0.548  -0.58
C 1.391 -1.054 0.115  -0.51
N -0.038 -1.305 -0.299  -0.61
H 3.303 -1.616 -0.336  0.24
H 2.229 -1.874 -1.551  0.22
H 1.571 0.005 -0.067  0.36
H 1.310 -1.238 1.182  0.33
H -0.171 -2.273 0.008  0.27
H -0.022 -1.269 -1.301  0.27
O -1.109 0.210 1.989  -0.70
H -2.012 0.362 1.638  0.33
H -0.827 -0.480 1.374  0.38
O -3.374 -1.551 -0.955  -0.65
H -3.697 -0.743 -1.401  0.32
H -2.429 -1.494 -1.187  0.31
O 0.923 2.181 1.262  -0.65
H 0.040 1.749 1.339  0.37
H 0.911 2.803 1.974  0.28
O 0.317 2.941 -1.596  -0.66
H 0.637 3.369 -0.782  0.35
H 0.477 2.017 -1.375  0.31

***

(2)
C5H7NO | ωB97M-V/def2-TZVPD

**Relative energy (zero: lowest compared OMol25 entry of this formula, charge and spin)**: 484.6 kJ/mol
**Total charge**: 0
**Electronic energy**: -8831.180 eV
**E_HOMO**: -8.93 eV

Each line ends with the Mulliken charge.
CARTESIAN COORDINATES (ANGSTROEM)
C -0.197 0.734 1.305  -1.16
C 0.576 0.679 0.126  0.54
C -0.125 0.975 -1.053  -0.39
C -0.450 -0.387 -1.223  0.39
N -1.596 -0.717 -0.648  -0.71
O 0.646 -1.229 -1.156  -0.38
C 1.443 -0.542 -0.158  -0.45
H 0.204 0.285 2.214  0.32
H -0.822 1.612 1.469  0.35
H -1.235 -0.191 0.557  0.34
H -0.945 1.684 -1.026  0.33
H -1.694 -1.722 -0.517  0.29
H 1.550 -1.193 0.713  0.25
H 2.428 -0.297 -0.568  0.27

***

(3)
C2H4F2S2 | ωB97M-V/def2-TZVPD

**Relative energy (zero: lowest compared OMol25 entry of this formula, charge and spin)**: 105.1 kJ/mol
**Total charge**: 0
**Electronic energy**: -29242.660 eV
**SMILES string**: C=C(F)F.SS
**E_HOMO**: -9.71 eV

Each line ends with the Mulliken charge.
CARTESIAN COORDINATES (ANGSTROEM)
C -1.834 -1.209 -0.448  -0.57
C -2.450 -0.239 0.116  0.50
F -2.689 -0.055 1.425  -0.21
F -3.059 0.792 -0.503  -0.23
H -1.397 -1.978 0.214  0.23
H -1.681 -1.392 -1.522  0.27
S 2.717 2.484 -0.176  -0.15
S 2.438 0.664 0.669  -0.17
H 2.629 2.429 -1.488  0.15
H 3.509 -0.072 1.077  0.16

***

(4)
CHN5O | ωB97M-V/def2-TZVPD

**Relative energy (zero: lowest compared OMol25 entry of this formula, charge and spin)**: 33.4 kJ/mol
**Total charge**: -2
**Electronic energy**: -10545.882 eV
**E_HOMO (alpha / beta)**: 2.39 / 2.37 eV

Each line ends with the Mulliken charge.
CARTESIAN COORDINATES (ANGSTROEM)
C -0.680 0.426 0.037  -0.06
N -1.157 1.497 0.718  -0.42
N -1.622 -0.494 -0.143  -0.32
N -2.436 1.083 1.017  -0.36
N -2.742 -0.048 0.401  -0.39
N 2.353 -1.096 -0.938  -0.38
O 3.542 -0.775 -0.601  -0.55
H 0.358 0.122 -0.170  0.49